This record from the OMol25 dataset describes a molecular structure, H12O14S2Zn at a distorted geometry. The level of theory is ωB97M-V/def2-TZVPD.

XYZ file:
```
29
Properties=species:S:1:pos:R:3:forces:R:3:nbo_charge:R:1
Zn 7.3385 9.7215 12.3259 1.2 -1.1 2.2 1.754
S 10.0718 8.2475 13.1951 2.2 0.2 1.3 2.601
O 8.6728 8.3760 12.6360 -1.6 -0.7 -1.3 -1.259
O 10.5339 6.8646 12.9981 -0.5 -0.3 -0.3 -1.090
O 10.9272 9.1735 12.4310 0.0 0.4 -0.4 -1.113
O 10.0109 8.6047 14.6089 -0.1 -0.1 -0.1 -1.049
S 7.4658 11.0603 15.3306 0.0 1.2 1.5 2.622
O 8.7097 11.2335 16.0634 -0.5 0.1 -0.5 -1.006
O 7.7053 10.8844 13.8542 0.6 0.4 -1.3 -1.235
O 6.7384 9.8634 15.8153 -0.4 -0.7 0.6 -1.069
O 6.5753 12.2363 15.4139 -0.2 0.2 0.1 -1.107
O 8.4395 10.5751 10.7422 -0.5 0.8 -0.7 -0.953
H 8.2217 11.5047 10.6030 0.3 0.1 0.3 0.486
H 8.9427 10.3197 9.9658 0.4 -0.2 0.3 0.494
O 9.9297 12.3893 13.2559 -0.2 0.2 -0.4 -1.017
H 9.0875 11.8919 13.3634 0.4 0.1 0.3 0.501
H 10.5674 11.7948 13.6688 -0.1 -0.2 -0.1 0.490
O 9.1195 7.4351 9.9807 -0.9 -0.5 -0.7 -0.953
H 9.0861 8.3376 9.6675 0.3 0.1 0.2 0.431
H 8.6086 7.4478 10.8149 1.0 0.2 0.6 0.512
O 6.5203 8.1002 11.1147 -0.9 -0.2 -0.7 -0.958
H 6.7391 7.7838 10.2278 0.3 0.0 0.1 0.493
H 5.5721 7.9601 11.2137 0.1 0.0 0.2 0.484
O 5.6786 10.8802 11.7851 -0.9 0.6 -0.3 -0.986
H 5.4157 11.3783 12.5797 0.5 -0.2 0.2 0.532
H 5.5866 11.4903 11.0462 0.1 0.0 0.0 0.479
O 5.8634 8.9913 13.7797 -1.5 -1.2 -1.7 -1.049
H 6.0723 9.1689 14.7554 0.9 0.8 0.6 0.520
H 4.9093 9.0556 13.6755 0.1 0.0 0.1 0.444
```
Positions in Å, forces in eV/Å.

For the relative energy (zero: lowest compared OMol25 entry of this formula, charge and spin), the calculation gives 2.8 kcal/mol. The value obtained for the LUMO energy is 3.301 eV. Its spin multiplicity is 1. As for the strongest force on any atom: 0.0522 hartree/bohr. The total charge is -2.